C6H15N2 | ωB97M-V/def2-TZVPD

Last column: Mulliken charge in e.
Cartesian coordinates (Å):
C: -2.3350 -0.8953 1.6894  -1.16
C: -1.4290 0.3490 1.4928  -0.70
C: -0.8790 0.3439 0.1411  -0.25
N: 1.2103 -1.3322 -2.2941  -0.40
C: 0.2525 -0.6015 -1.6875  -0.09
C: 0.1625 -0.4164 -0.3167  0.69
C: 1.2797 -0.8498 0.5982  -1.27
N: 1.7607 2.4582 -0.7955  -0.62
H: -3.2402 -0.7616 1.1014  0.37
H: -1.8785 -1.8142 1.3195  0.35
H: -2.0527 1.2293 1.6527  0.35
H: -0.6742 0.4387 2.2735  0.39
H: 1.5478 3.0380 -1.5993  0.25
H: -1.5021 0.7804 -0.6407  0.42
H: 0.9659 -2.0848 -2.9233  0.24
H: 2.1822 -1.0734 -2.3915  0.27
H: -0.4438 -0.0439 -2.3219  0.32
H: 2.0874 -1.2954 0.0284  0.40
H: 0.9114 -1.5632 1.3346  0.34
H: 1.6741 -0.0170 1.1742  0.30
H: -2.5623 -0.9815 2.7456  0.34
H: 0.9084 1.9983 -0.5169  0.20
H: 2.0538 3.0944 -0.0638  0.25

The lowest unoccupied orbital energy is -6.074 eV. As for the net charge: +1. The calculation puts the energy relative to the best compared isomer or geometry (same formula, charge and spin) at 62.4 kcal/mol. Its multiplicity is 1. The calculation puts the HOMO energy at -13.5832 eV.